Record 1
The following is a quantum chemistry calculation of a cluster of 2 separate species, ClH3NOPS in total at a distorted geometry, from the OMol25 dataset.

Structure (ORCA input):
```
! RIJCOSX wB97M-V def2-TZVPD def2/J DEFGRID3
* xyz 0 1
N 1.4787 0.8059 -0.4844
O 0.5500 -1.0752 0.8204
P 0.7379 -0.6503 -0.8080
S -4.1135 0.4939 -0.0910
Cl -2.2552 0.0049 0.2281
H 2.2116 1.0187 -1.0826
H 1.6164 1.0227 0.4333
H -0.2259 -1.6205 0.9841
*
```

Energy relative to the best compared isomer or geometry (same formula, charge and spin) (kcal per mole): 99.18

Mulliken atomic charge list, values in e, 2 entries:
1. N -0.398
2. O -0.519

Record 2
The following is a quantum chemistry calculation of a structure of composition C42H36Cl5MoN7O4S at a distorted geometry, from the OMol25 dataset.

Structure (ORCA input):
```
! RIJCOSX wB97M-V def2-TZVPD def2/J DEFGRID3
* xyz 2 3
Mo 1.9406 0.9285 -0.2814
Cl 7.6945 0.1269 -4.0387
C 6.1292 0.5778 -3.5194
C 5.8039 0.4789 -2.1708
C 4.5179 0.8142 -1.7576
N 3.9876 0.7436 -0.4815
C 4.8165 0.6389 0.6018
O 5.9974 0.8887 0.6544
C 4.0338 0.0268 1.7170
C 4.6788 -0.5425 2.8058
C 3.9435 -1.3252 3.6811
C 2.5953 -1.5174 3.4007
C 2.0244 -0.9007 2.3029
N 2.7151 -0.1000 1.4682
C 3.5667 1.2636 -2.7057
C 3.9163 1.4293 -4.0408
C 5.1916 1.0618 -4.4538
Cl 5.6155 1.2016 -6.1062
N 2.3824 1.5635 -2.0809
C 1.5717 2.5724 -2.5434
O 1.3077 2.8214 -3.7027
C 1.1228 3.3935 -1.3872
C 0.4507 4.5944 -1.5870
C 0.2617 5.4469 -0.5144
C 0.8302 5.0952 0.7074
C 1.4746 3.8794 0.8332
N 1.5817 2.9987 -0.1701
H 6.5561 0.1611 -1.4653
H 5.7427 -0.3824 2.9113
H 4.4172 -1.8046 4.5220
H 1.9861 -2.1398 4.0353
H 0.9804 -1.0732 2.0736
H 3.2015 1.8153 -4.7509
H 0.1171 4.8364 -2.5849
H -0.2679 6.3779 -0.6352
H 0.7894 5.7667 1.5502
H 1.9404 3.6169 1.7738
N 1.9782 -1.3358 -0.9772
C 1.3309 -1.5823 -2.2408
C 2.0244 -1.4557 -3.4391
C 1.3620 -1.6567 -4.6408
C 0.0234 -2.0159 -4.6565
C -0.6554 -2.1837 -3.4594
C -0.0064 -1.9698 -2.2530
H 2.9654 -1.5921 -1.0578
H 1.5532 -1.9428 -0.2721
H 3.0789 -1.2194 -3.4373
H 1.8989 -1.5539 -5.5699
H -0.4728 -2.1940 -5.5984
H -1.6881 -2.4952 -3.4662
H -0.5214 -2.1190 -1.3143
Cl -1.2374 -4.2415 6.2757
C -1.9018 -3.1508 5.1280
C -2.9662 -2.3256 5.4729
C -3.4882 -1.4587 4.5343
C -2.9811 -1.3904 3.2385
C -3.6590 -0.4868 2.2282
C -3.1266 0.9696 2.3118
N -1.7084 1.0787 2.1096
C -0.7981 1.4955 3.0298
C 0.4186 1.4536 2.4220
N 0.2669 0.9902 1.1382
C -1.0334 0.7813 0.9921
O -5.0332 -0.4273 2.5251
C -5.9341 -0.7275 1.4709
C -5.6013 -1.9976 0.7446
C -5.4275 -3.2153 1.3548
Cl -5.6057 -3.5547 3.0186
S -4.9967 -4.4616 0.2302
C -5.0563 -3.3364 -1.0642
C -5.3789 -2.0826 -0.6507
C -1.9275 -2.2365 2.9210
Cl -1.2683 -2.2549 1.3191
C -1.3774 -3.1096 3.8416
H -3.3932 -2.3760 6.4624
H -4.3371 -0.8401 4.7812
H -3.4852 -0.8846 1.2169
H -3.3745 1.3525 3.3032
H -3.6572 1.5632 1.5618
H -1.0758 1.8006 4.0162
H 1.3705 1.6958 2.8566
H -1.4892 0.4139 0.0940
H -5.9765 0.1026 0.7515
H -6.9012 -0.8110 1.9737
H -4.8569 -3.6667 -2.0629
H -5.4895 -1.2453 -1.3159
H -0.5766 -3.7743 3.5589
C -2.4876 0.8385 -2.9427
C -1.4022 1.7201 -2.3471
O -0.3421 0.9298 -1.7819
H -3.2975 1.4650 -3.3046
H -2.8817 0.1450 -2.2019
H -2.0960 0.2727 -3.7850
H -1.7938 2.3296 -1.5267
H -0.9920 2.3749 -3.1239
H -0.1293 0.2644 -2.4542
*
```

⟨S²⟩: 2.0176
Energy relative to the best compared isomer or geometry (same formula, charge and spin) (kcal per mole): 38.10

Mulliken atomic charge list, values in e, 2 entries:
1. Mo 0.297
2. Cl -0.164

Record 3
The following is a quantum chemistry calculation of a structure of composition C26H19N6O2PPtS at a distorted geometry, from the OMol25 dataset.

Structure (ORCA input):
```
! RIJCOSX wB97M-V def2-TZVPD def2/J DEFGRID3
* xyz 0 1
Pt -1.4024 0.6647 -0.9973
O -3.0501 -3.2802 1.3633
C -1.9774 -2.7494 1.4111
O -1.7001 -1.6555 0.6142
C -0.7994 -3.0817 2.1929
C -0.7088 -4.1856 3.0347
C 0.4999 -4.4486 3.6429
C 1.5860 -3.6069 3.4131
C 1.4750 -2.4949 2.5882
C 0.2662 -2.2034 1.9680
P -0.2878 -0.8266 0.7570
C 1.0097 -1.3097 -0.4567
C 0.5943 -1.8866 -1.6496
C 1.5379 -2.3135 -2.5672
C 2.8903 -2.1543 -2.3007
C 3.2993 -1.5297 -1.1337
C 2.3606 -1.0982 -0.2102
C 0.1709 0.5944 1.9177
C 0.7404 0.4000 3.1711
C 1.3828 1.4469 3.8084
C 1.4342 2.6965 3.2178
C 0.7372 2.9301 2.0434
C 0.0918 1.8850 1.4100
H -1.5800 -4.8083 3.1718
H 0.6101 -5.3149 4.2779
H 2.5329 -3.8165 3.8924
H 2.3359 -1.8545 2.4566
H -0.4682 -2.0025 -1.8394
H 1.2275 -2.7734 -3.4924
H 3.6297 -2.5215 -2.9972
H 4.3524 -1.3896 -0.9289
H 2.6771 -0.5935 0.6927
H 0.6830 -0.5568 3.6622
H 1.8632 1.2777 4.7605
H 1.9880 3.4902 3.6913
H 0.7004 3.9231 1.6235
H -0.5178 2.0604 0.5175
N 2.0185 2.6676 -2.5079
C 1.5806 1.6679 -1.7345
N 0.2658 1.6086 -1.7851
C -0.0804 2.6600 -2.6416
N 0.9945 3.3124 -3.0885
C -1.4316 2.9301 -2.9280
C -1.9013 3.9709 -3.7523
N -3.1623 4.1716 -3.9959
C -4.0427 3.3170 -3.4224
C -3.6339 2.2978 -2.5956
N -2.3443 2.0885 -2.3271
H 2.9620 2.9726 -2.6856
H 2.2275 1.0263 -1.1713
H -1.1889 4.6470 -4.1983
H -5.0850 3.4782 -3.6438
H -4.3601 1.6415 -2.1401
S -5.6754 -0.9604 -0.8997
C -4.1967 -0.4358 -0.7027
N -3.1311 0.0253 -0.5066
*
```

Energy relative to the best compared isomer or geometry (same formula, charge and spin) (kcal per mole): 50.37

Mulliken atomic charge list, values in e, 2 entries:
1. Pt 0.674
2. O -0.630

Record 4
The following is a quantum chemistry calculation of a cluster of 2 separate species, C4H8N2O in total at a distorted geometry, from the OMol25 dataset.

Structure (ORCA input):
```
! RIJCOSX wB97M-V def2-TZVPD def2/J DEFGRID3
* xyz 0 1
N 1.2874 -2.0271 -1.0355
C 0.7212 -1.0456 -0.7898
C -0.0326 0.1546 -0.4310
N 0.8166 1.2210 0.0143
C -1.1700 0.5062 -1.3472
C -1.4610 -0.1324 -0.0212
H 0.3473 2.1137 -0.0705
H 1.1477 1.0686 0.9629
H -1.2920 -0.0603 -2.2639
H -1.3290 1.5786 -1.4179
H -1.8033 -1.1624 -0.0476
H -1.9458 0.4549 0.7494
O 1.3607 -0.6766 2.1534
H 1.0326 -1.3026 1.4941
H 2.3200 -0.6905 2.0505
*
```

Energy relative to the best compared isomer or geometry (same formula, charge and spin) (kcal per mole): 50.90

Mulliken atomic charge list, values in e, 2 entries:
1. N -0.499
2. C 0.036

Number 1: E_tot -1331.4653 Eh. Number 2: E_tot -5073.2887 Eh. Number 3: E_tot -2340.0594 Eh. Number 4: E_tot -341.9225 Eh.